Computed, not measured: 9 unconnected molecules or ions with the total composition C81H171N9O9 in a non-equilibrium geometry, with wB97M-V/def2-TZVPD.

**Total charge**: 0
**E**: -118591.834 eV
**Spin multiplicity**: 1
**Structure (SMILES)**: CC1(C)CCCC(C)(C)N1O.CC1(C)CCCC(C)(C)N1O.CC1(C)CCCC(C)(C)N1O.CC1(C)CCCC(C)(C)N1O.CC1(C)CCCC(C)(C)N1O.CC1(C)CCCC(C)(C)N1O.CC1(C)CCCC(C)(C)N1O.CC1(C)CCCC(C)(C)N1O.CC1(C)CCCC(C)(C)N1O
**HOMO**: -7.94 eV
**F_max**: 6.609 eV Å⁻¹
**Relative energy (zero: lowest compared OMol25 entry of this formula, charge and spin)**: 8.6048 eV

XYZ file:
```
270
Properties=species:S:1:pos:R:3:forces:R:3
C 5.9090 -1.6818 -2.1272 0.4 0.5 0.1
C 5.7851 -0.7968 -0.8712 -0.5 1.4 0.6
C 4.7920 0.3657 -1.1660 0.5 0.5 -0.4
C 4.2473 1.2122 -0.0235 0.3 -1.3 1.7
C 3.7352 0.1917 1.0363 -0.1 1.1 -1.6
C 4.7691 -0.9306 1.3682 -0.6 1.5 3.3
N 5.1916 -1.6014 0.2005 -1.2 1.1 -1.8
O 5.9622 -2.7028 0.4628 0.9 -1.2 0.6
C 5.9289 -0.3266 2.2932 -0.6 0.0 0.1
C 3.8863 -1.8536 2.2649 0.4 -0.6 -0.5
C 7.1246 -0.0754 -0.4904 -0.2 -1.1 -0.7
H 6.1248 -1.0438 -2.9842 0.2 0.1 0.0
H 4.9981 -2.2214 -2.3863 -0.2 0.1 0.4
H 6.7155 -2.4094 -2.0361 0.0 0.1 0.1
H 5.3652 1.1200 -1.7050 -0.1 -0.4 -1.0
H 3.9740 -0.0667 -1.7422 -0.1 0.3 -0.2
H 3.4894 1.9133 -0.3730 -0.3 -0.3 -0.1
H 4.9880 1.8542 0.4532 0.5 0.0 -0.2
H 2.8460 -0.1596 0.5127 -0.1 -1.0 0.2
H 3.3130 0.6739 1.9179 0.5 0.0 0.4
H 5.5545 -0.1101 3.2937 -0.5 -0.3 0.1
H 6.7556 -1.0168 2.4613 0.0 -0.2 -0.4
H 6.3413 0.6433 2.0152 -0.1 -0.2 -0.6
H 4.3249 -2.7006 2.7923 0.8 0.2 -0.1
H 3.3834 -1.2759 3.0405 -0.2 0.1 -0.3
H 3.1982 -2.3350 1.5700 -0.6 0.2 0.1
H 6.9886 0.8520 0.0661 -0.1 -0.3 0.1
H 7.6039 0.2009 -1.4295 0.2 0.0 0.0
H 7.7572 -0.7912 0.0345 0.2 0.3 0.1
H 5.3689 -3.4200 0.2276 0.2 -0.3 0.1
C 6.9697 4.1283 3.7610 -0.8 0.1 -0.1
C 6.1630 5.1995 2.9959 0.5 0.5 -1.6
C 6.5189 4.9614 1.4488 0.0 0.3 0.1
C 5.6648 5.6213 0.3667 -0.5 1.2 1.7
C 4.2016 5.2639 0.6751 0.8 0.1 0.3
C 3.6895 5.5155 2.1726 1.5 -0.1 -1.2
N 4.6987 4.9922 3.1363 0.6 -1.1 -0.3
O 4.2778 5.2422 4.4715 0.1 0.7 -0.1
C 3.3532 7.0455 2.3596 -0.3 -1.9 -0.2
C 2.4610 4.5914 2.3113 0.3 0.6 0.2
C 6.6093 6.6264 3.4285 -0.4 0.1 -1.6
H 8.0428 4.1002 3.5716 0.0 0.7 -0.1
H 6.6374 3.1466 3.4233 -0.4 -0.1 0.4
H 6.8043 4.3132 4.8224 0.1 -0.5 0.1
H 7.5419 5.2955 1.2755 0.2 -0.1 0.3
H 6.4819 3.9088 1.1681 0.1 -0.4 0.7
H 6.0056 5.3229 -0.6246 -0.2 -0.2 0.0
H 5.8199 6.6989 0.4199 -0.1 0.3 -0.1
H 4.2149 4.2087 0.4020 -0.8 -0.3 0.4
H 3.5174 5.7860 0.0061 -0.1 0.0 0.0
H 4.1454 7.7311 2.0587 0.0 -0.2 0.2
H 2.5019 7.1994 1.6964 -0.2 0.4 0.2
H 3.0802 7.1248 3.4118 -0.1 0.6 -0.1
H 2.7945 3.5814 2.5494 0.1 0.0 -0.1
H 1.8143 4.9246 3.1230 -0.2 0.0 -0.1
H 1.9377 4.5296 1.3571 -0.3 0.3 0.2
H 6.5126 6.8816 4.4838 0.1 -0.3 -0.1
H 6.0271 7.3171 2.8185 -0.5 0.2 0.4
H 7.5799 6.8814 3.0030 0.6 -0.5 0.6
H 4.1291 4.3876 4.8827 0.0 -0.3 -0.2
C -3.7607 -2.7899 5.5679 -0.2 0.0 2.1
C -4.3698 -2.3242 4.2906 1.0 -2.2 -1.3
C -5.0186 -3.6838 3.7281 0.9 0.4 0.6
C -6.0583 -3.5154 2.7040 -1.3 -0.2 -2.2
C -7.1030 -2.4683 3.0187 1.0 0.6 1.9
C -6.3873 -1.0996 3.4342 -1.0 1.0 -2.3
N -5.3782 -1.3083 4.4585 -1.5 -1.9 1.1
O -4.8659 -0.1438 4.9893 0.9 1.4 -0.7
C -5.7710 -0.4538 2.1330 -0.6 0.1 0.3
C -7.5623 -0.1796 3.9044 0.8 -0.8 1.0
C -3.1588 -1.9228 3.4109 0.3 1.0 -0.9
H -3.2250 -2.0200 6.1232 0.3 0.2 -0.2
H -3.1018 -3.6476 5.4325 0.1 0.1 -0.3
H -4.5307 -3.1352 6.2578 -0.2 0.0 0.1
H -4.2191 -4.2754 3.2822 0.4 0.2 0.0
H -5.3870 -4.3648 4.4953 -0.1 0.6 0.7
H -6.5914 -4.4358 2.4657 0.0 -0.4 0.5
H -5.5544 -3.3757 1.7476 -0.1 0.8 -0.3
H -7.6567 -2.7976 3.8979 0.4 -0.2 0.7
H -7.9802 -2.4160 2.3739 0.7 0.7 -1.0
H -4.9092 0.1847 2.3271 0.0 -0.1 0.2
H -5.5051 -1.1986 1.3829 0.1 0.0 0.0
H -6.5337 0.2002 1.7103 0.0 -0.1 -0.3
H -7.3113 0.7902 4.3340 0.5 0.1 -0.5
H -8.2836 -0.0566 3.0966 0.0 -0.1 0.1
H -7.9951 -0.7131 4.7507 -0.5 -0.1 0.0
H -3.4544 -1.6696 2.3927 0.0 -0.1 0.0
H -2.2678 -2.5470 3.3442 -0.7 -1.3 0.1
H -2.5842 -1.0699 3.7722 -0.8 0.8 0.4
H -5.0467 -0.0922 5.9307 -0.4 -0.5 0.1
C -1.1041 -6.5158 -7.4767 0.4 -0.7 0.9
C -1.1413 -6.1136 -5.9377 0.2 1.2 0.3
C 0.1169 -5.2530 -5.6764 -0.8 1.2 -0.3
C -0.0714 -3.8219 -6.2031 -1.2 0.4 -0.6
C -1.4453 -3.0807 -5.7397 1.4 -1.7 0.3
C -2.7149 -3.9764 -5.8830 0.1 1.2 -1.4
N -2.4161 -5.3691 -5.6175 3.4 0.9 2.6
O -3.4953 -6.1873 -5.7092 -0.7 -0.3 -1.0
C -3.8192 -3.4598 -4.8985 -0.2 -1.2 -1.4
C -3.1841 -3.7858 -7.4086 -0.4 -0.3 0.6
C -1.0032 -7.3115 -4.9651 -1.0 -0.8 -2.2
H -0.4968 -5.8657 -8.1065 -0.6 0.7 0.2
H -2.1053 -6.6795 -7.8752 0.1 0.2 -0.2
H -0.5625 -7.4450 -7.6538 -0.2 -0.5 0.5
H 0.4733 -5.2039 -4.6475 -0.5 -0.3 0.3
H 0.9140 -5.7336 -6.2435 0.2 0.0 0.0
H -0.0600 -3.9203 -7.2886 -0.3 0.2 -0.2
H 0.8389 -3.2530 -6.0135 -0.3 0.4 0.4
H -1.6871 -2.1581 -6.2673 0.5 0.0 -0.3
H -1.2904 -2.7871 -4.7015 -0.2 -0.2 0.2
H -3.5972 -3.7664 -3.8764 0.1 0.5 0.0
H -4.1005 -2.4206 -5.0689 0.7 0.2 0.4
H -4.7384 -3.9662 -5.1929 -0.1 -0.3 0.2
H -2.3417 -3.8086 -8.1000 0.1 0.0 0.1
H -3.8892 -4.5459 -7.7448 0.1 -0.6 0.2
H -3.7968 -2.9123 -7.6315 0.4 0.5 0.5
H -0.0233 -7.7521 -5.1490 0.2 0.2 0.5
H -1.6682 -8.0508 -5.4115 -0.3 -0.4 0.5
H -1.2839 -7.1814 -3.9200 0.3 0.5 -0.2
H -3.5567 -6.1114 -6.6642 -1.5 -1.0 -0.6
C 0.7216 -9.1812 5.3583 -0.3 1.1 0.7
C 1.3348 -8.2600 4.2981 0.0 0.9 -2.9
C 0.5297 -8.4589 2.9645 0.1 0.2 0.0
C 0.7427 -7.3632 1.9249 0.2 0.1 -0.2
C 0.4699 -5.9994 2.4751 0.3 0.9 0.8
C 1.4032 -5.6037 3.6795 -2.4 -0.7 -0.2
N 1.3332 -6.7929 4.5722 -1.7 0.6 0.3
O 1.9117 -6.4435 5.8040 0.3 -0.7 0.4
C 2.7993 -5.2761 3.1742 -0.3 0.8 0.2
C 0.5902 -4.3979 4.3643 0.5 -0.7 0.1
C 2.7725 -8.6315 4.0522 1.1 -0.4 0.7
H 0.9811 -8.7872 6.3409 0.7 -0.6 0.2
H 1.0322 -10.2131 5.1945 0.2 0.2 0.2
H -0.3646 -9.1893 5.4486 -0.2 0.2 -0.7
H 0.8352 -9.3729 2.4551 0.0 -0.4 0.5
H -0.5236 -8.5613 3.2257 -0.1 0.1 -0.1
H 0.1206 -7.4707 1.0363 -0.2 -0.5 0.1
H 1.7573 -7.4266 1.5316 0.2 0.0 0.1
H -0.5595 -5.9506 2.8302 -0.1 -0.2 0.2
H 0.4888 -5.2144 1.7191 0.4 0.0 -0.2
H 3.0476 -5.9916 2.3903 0.4 0.2 0.1
H 2.7764 -4.2537 2.7970 -0.1 -0.1 -0.6
H 3.5788 -5.1977 3.9321 -0.1 -0.6 0.3
H -0.4354 -4.7118 4.5582 0.0 -0.5 0.2
H 0.9802 -4.0347 5.3151 0.4 -0.2 -0.1
H 0.4233 -3.5250 3.7331 0.6 0.0 -0.5
H 3.2694 -8.1973 3.1847 -0.5 0.1 -0.3
H 2.9134 -9.7119 4.0183 0.1 -0.1 0.0
H 3.3123 -8.2034 4.8968 0.3 -0.4 0.2
H 1.1844 -6.6691 6.3885 0.1 0.4 0.6
C 1.7757 3.1823 -6.6619 1.5 -0.5 -1.1
C 1.1170 4.3533 -6.0109 -0.2 -1.0 2.0
C 1.6169 4.4750 -4.4829 -1.5 1.0 -1.8
C 2.9606 5.1350 -4.3005 0.8 -0.5 0.5
C 3.0822 6.4769 -4.9896 -1.2 -0.9 -0.7
C 2.6678 6.3240 -6.5001 0.3 2.9 -0.3
N 1.3167 5.6812 -6.6812 2.5 -0.8 6.1
O 0.7975 5.7226 -7.8918 -1.2 -0.1 -3.3
C 2.5421 7.7969 -6.9804 -0.7 -0.8 -1.0
C 3.8358 5.7813 -7.3271 0.1 -1.2 0.0
C -0.3885 3.8563 -5.9597 0.3 2.3 0.3
H 1.2922 2.2269 -6.4582 -0.2 0.1 0.0
H 2.8223 3.0478 -6.3886 0.2 0.1 0.1
H 1.7785 3.3530 -7.7384 -0.1 -0.3 -0.2
H 0.8508 5.1371 -4.0795 0.0 0.1 0.5
H 1.5012 3.5155 -3.9787 0.2 -0.1 -0.1
H 3.7535 4.4772 -4.6566 0.1 -0.2 -0.1
H 3.1471 5.2370 -3.2314 0.1 0.0 0.2
H 4.0652 6.9427 -4.9194 0.2 -0.4 -0.2
H 2.4425 7.1967 -4.4790 -0.5 0.0 -0.2
H 2.5899 7.6985 -8.0649 -0.4 0.6 -0.2
H 1.5637 8.1835 -6.6951 0.1 0.3 0.1
H 3.3626 8.4643 -6.7168 0.0 -0.3 0.5
H 3.6740 5.6764 -8.3999 -1.0 -0.7 0.0
H 4.7290 6.3932 -7.4538 0.0 0.4 1.2
H 4.0696 4.8356 -6.8383 0.7 -0.2 -0.7
H -0.7599 3.6597 -6.9654 0.0 -0.4 0.1
H -0.9928 4.6552 -5.5298 -0.3 0.4 -0.1
H -0.5701 3.0470 -5.2524 0.5 -0.3 -0.4
H -0.1207 5.8520 -7.6432 -0.4 0.3 -0.9
C -3.8767 1.9019 -3.8614 -0.4 -0.7 -1.0
C -5.3037 2.4211 -3.5782 0.7 -0.4 0.4
C -5.0910 3.9384 -3.5090 -2.4 0.5 0.9
C -6.4745 4.6408 -3.3909 0.8 0.2 -0.4
C -7.3018 4.2666 -4.6351 0.6 0.9 1.4
C -7.5677 2.7870 -4.8437 0.3 0.7 -0.4
N -6.3032 2.0614 -4.6431 1.3 5.1 1.8
O -6.3750 0.7892 -4.9724 0.1 -3.3 -1.0
C -8.7508 2.1931 -4.0437 1.1 -0.6 0.2
C -7.8912 2.7235 -6.3184 -1.4 -1.9 -0.4
C -5.6507 1.8543 -2.1730 0.2 -0.1 -0.1
H -3.8434 0.8130 -3.8984 -0.1 -0.1 -0.2
H -3.1287 2.1803 -3.1191 -0.4 0.3 0.2
H -3.5570 2.3187 -4.8164 0.2 -0.2 -0.2
H -4.5095 4.1223 -2.6055 0.2 0.1 -0.1
H -4.6474 4.4739 -4.3484 0.5 -0.9 -0.3
H -6.2530 5.7040 -3.4838 -0.2 0.2 0.2
H -6.9417 4.5039 -2.4156 -0.2 -0.3 -0.1
H -6.7064 4.6362 -5.4699 0.1 -0.2 -0.2
H -8.1948 4.8906 -4.6704 -0.4 -0.4 0.1
H -9.6948 2.7379 -4.0600 0.3 0.2 0.0
H -8.9297 1.1821 -4.4096 -0.1 0.0 -0.2
H -8.3536 2.0203 -3.0435 -0.5 0.3 0.3
H -7.1237 2.9811 -7.0483 0.0 0.6 0.3
H -8.1471 1.6822 -6.5140 0.1 -0.3 -0.3
H -8.8697 3.1803 -6.4665 0.3 0.6 -0.4
H -4.8429 2.0491 -1.4676 0.0 0.6 0.1
H -5.6260 0.7646 -2.1776 -0.5 -0.2 -0.4
H -6.5943 2.2128 -1.7618 0.0 0.0 0.0
H -6.0630 0.8616 -5.8774 0.1 -1.1 -0.3
C 2.6205 0.7597 6.2536 0.1 0.6 -0.6
C 1.1549 0.9683 5.7353 0.1 -0.6 0.2
C 0.5219 -0.4168 5.3398 -0.7 -1.5 0.9
C -0.1105 -1.2176 6.5200 -0.5 2.2 0.4
C -1.1789 -0.2474 7.2286 2.4 -0.4 -1.3
C -0.4620 1.0053 7.8220 -0.4 0.6 0.1
N 0.3575 1.6831 6.7768 -1.3 -0.8 -1.6
O 1.0052 2.8633 7.2224 0.2 -0.8 0.3
C -1.5757 1.9583 8.2771 -0.4 -0.1 0.5
C 0.3949 0.6898 9.0202 -0.7 -0.3 0.2
C 1.0945 1.8167 4.4532 -0.1 0.7 -0.7
H 3.2584 0.0701 5.7009 -0.5 -0.4 -0.3
H 2.6904 0.4891 7.3072 -0.2 0.1 -0.1
H 3.1423 1.7041 6.0988 0.0 0.2 0.4
H -0.2542 -0.4677 4.5762 -0.1 1.1 -0.3
H 1.2830 -1.0794 4.9277 0.5 0.3 -0.1
H 0.7345 -1.4795 7.1567 -0.3 -0.1 0.6
H -0.6281 -2.1432 6.2682 0.2 0.1 -0.5
H -1.7801 -0.8977 7.8640 0.0 0.7 0.7
H -1.8251 0.2208 6.4861 -0.2 -0.6 -0.4
H -1.2566 2.9469 8.6072 0.4 -0.1 -0.1
H -2.4045 2.0969 7.5829 0.2 -0.1 -0.4
H -2.0206 1.4813 9.1504 -0.1 0.0 0.2
H 1.0780 -0.0983 8.7034 0.5 0.4 0.6
H 0.7822 1.6363 9.3974 0.8 -0.3 -0.1
H -0.2518 0.3210 9.8164 0.1 -0.3 0.1
H 1.3766 1.3316 3.5187 0.3 -0.6 0.2
H 1.6488 2.7540 4.4049 0.4 0.0 0.7
H 0.0758 2.1458 4.2480 -0.3 -0.3 0.3
H 0.6418 3.5658 6.6783 -0.2 0.0 -0.1
C 1.2018 -1.2483 -2.2750 -1.3 0.4 -1.0
C -0.0621 -0.6893 -1.4777 1.3 -0.9 0.8
C -0.0187 -1.6455 -0.2353 -0.3 -0.1 0.4
C -0.8082 -1.1856 0.9817 0.4 1.7 -0.7
C -0.3391 0.3037 1.3068 -1.2 -1.6 -0.1
C -0.4688 1.3130 0.1490 0.2 -0.1 -1.0
N 0.1926 0.7048 -1.0484 0.8 -2.3 2.4
O 0.3151 1.5537 -2.1054 -0.5 1.2 -1.4
C -1.9043 1.7609 -0.1959 0.7 -0.6 0.2
C 0.3313 2.5649 0.5088 0.3 -0.5 1.0
C -1.3517 -0.8717 -2.2958 0.7 0.0 -0.4
H 0.9799 -2.2595 -2.6159 -0.2 -0.3 0.3
H 2.1662 -1.3078 -1.7707 -0.3 0.4 0.4
H 1.3164 -0.7520 -3.2387 0.2 0.5 0.0
H -0.3484 -2.6411 -0.5323 -0.3 0.0 -0.4
H 1.0018 -1.8549 0.0855 0.3 0.5 -0.1
H -0.6433 -1.8103 1.8595 0.2 -0.1 0.0
H -1.8688 -1.2688 0.7440 -0.2 0.4 0.2
H 0.6839 0.1990 1.6682 0.2 0.3 -0.3
H -0.9276 0.6439 2.1589 -0.1 0.3 0.0
H -2.3033 2.3548 0.6264 -0.2 0.0 -0.1
H -1.7879 2.3577 -1.1006 -0.4 0.1 0.0
H -2.5175 0.8871 -0.4160 -0.3 0.2 0.1
H 0.0491 3.4832 -0.0061 0.3 -0.2 -0.3
H 0.2252 2.7543 1.5769 -0.4 0.2 0.2
H 1.3851 2.2909 0.4583 0.2 0.4 -0.6
H -1.3893 -0.1637 -3.1237 0.0 0.4 0.2
H -2.2563 -0.7620 -1.6975 0.1 -0.2 0.0
H -1.3072 -1.8332 -2.8073 -0.3 -0.2 0.4
H 1.2076 1.4077 -2.4274 0.3 0.2 0.0
```
Forces are in eV/Å.

Löwdin atomic charge list, values in e, 4 entries: -0.03, -0.47, -0.14, -0.17